[1]
22
Properties=species:S:1:pos:R:3:forces:R:3 method="wB97M-V/def2-TZVPD" total_charge=-1 gap_ev=8.14 lumo_ev=3.80 de_lowest_kcal_mol=23.7
C 0.656071 -2.236328 0.051078 -0.392 -0.056 -0.815
N -0.371921 -1.237231 -0.177529 -0.942 1.646 1.868
C -0.435271 0.056162 0.725872 -1.099 -0.462 -1.051
O 0.009898 1.153608 0.108424 1.079 -0.273 -0.406
C 1.986910 -1.945133 -0.674265 -0.279 -0.857 -0.646
H 0.133243 -3.166569 -0.266792 1.030 -0.001 0.274
H 0.880990 -2.278677 1.123137 -0.317 -0.199 -0.085
H -0.359135 -0.843213 -1.098439 0.297 0.018 -0.567
H -1.537643 0.213454 0.949770 0.764 -0.585 0.239
H 0.123164 -0.170823 1.642735 -0.067 -0.424 0.318
H 1.843575 -1.507838 -1.673286 -0.239 -0.169 0.210
H 2.493175 -1.201725 -0.104779 0.667 0.606 0.344
H 2.646621 -2.828885 -0.822512 -0.412 0.364 0.351
H -4.146075 -0.634962 -0.098632 0.277 -0.789 0.215
H -2.860703 -1.456859 -0.001015 -0.065 -0.156 0.099
O -3.828880 -1.539883 0.100978 0.049 0.900 -0.312
H -0.316219 2.582255 0.083965 -1.053 0.986 0.355
H 0.222975 3.928018 -0.370714 -0.107 0.411 0.041
O -0.581467 3.609960 0.053033 0.801 -1.089 -0.260
H 2.357701 1.653612 -0.935736 0.325 0.010 -0.013
H 1.762468 1.249969 0.320432 -0.104 0.140 -0.061
O 2.665159 1.455656 -0.042001 -0.214 -0.023 -0.097

***

[2]
16
Properties=species:S:1:pos:R:3:forces:R:3 method="wB97M-V/def2-TZVPD" gap_ev=9.27 lumo_ev=0.85 smiles=Cc1cc[nH]c1.O de_lowest_kcal_mol=20.0
C -0.232452 0.667632 1.934849 -0.657 -0.149 -0.986
C -0.161346 -0.118637 0.646108 1.021 -1.431 0.830
C -1.108785 -0.163401 -0.391420 -0.694 0.853 -0.736
C -0.746424 -1.116973 -1.307833 0.334 -0.286 0.566
N 0.398606 -1.692313 -0.827609 -0.069 -0.368 -0.198
C 0.757666 -1.132160 0.365471 -0.451 0.895 -0.178
H 0.558087 0.388388 2.621687 0.213 0.265 -0.027
H -0.252823 1.727482 1.678052 0.288 0.136 0.473
H -1.187492 0.439578 2.412969 0.049 0.067 0.116
H -1.926322 0.534654 -0.519621 -0.084 -0.210 0.110
H -1.222118 -1.513568 -2.186640 -0.052 0.202 -0.090
H 0.803202 -2.523755 -1.220231 0.155 0.104 0.009
H 1.675812 -1.415693 0.851490 -0.093 -0.061 0.153
O 0.977911 2.351290 -1.282406 0.123 0.065 -0.237
H 1.149497 1.827793 -2.074933 -0.043 0.099 0.147
H 0.516986 1.739680 -0.699934 -0.041 -0.181 0.046

***

[3]
61
Properties=species:S:1:pos:R:3:forces:R:3 method="wB97M-V/def2-TZVPD" gap_ev=6.55 lumo_ev=-1.14 de_lowest_kcal_mol=0.0
C -4.388053 -3.781695 -0.157699 -0.015 -0.240 -0.078
C -3.151247 -2.948976 -0.058292 0.203 0.361 0.320
C -2.443979 -2.659237 -1.222712 0.124 0.266 -0.357
C -1.385669 -1.756558 -1.226295 0.381 -0.034 0.349
C -0.922468 -1.220300 -0.003441 -0.553 -0.263 -0.219
P 0.379861 0.041092 0.011712 -2.083 0.527 -1.123
C -0.463504 1.566536 -0.445672 -0.387 0.772 0.172
C 0.238345 2.790639 -0.456979 -0.124 -0.098 -0.293
C -0.455233 3.993738 -0.590110 0.094 -0.388 0.101
C -1.853357 4.017151 -0.651048 0.407 -0.195 0.293
C -2.584760 5.319961 -0.690161 -0.056 -0.002 -0.143
C -2.539509 2.810158 -0.616671 -0.046 -0.152 0.036
C -1.862574 1.599056 -0.529079 0.214 0.034 -0.108
C 0.718748 0.286372 1.776767 0.723 -0.372 0.507
C 1.465729 -0.661668 2.506962 -0.084 0.259 -0.057
C 1.517983 -0.577643 3.898384 -0.011 -0.117 -0.342
C 0.814870 0.409309 4.596852 -0.041 -0.250 -0.480
C 0.798385 0.393097 6.088532 0.143 0.076 -0.074
C 0.116690 1.365791 3.870247 -0.023 -0.113 -0.197
C 0.083524 1.314330 2.482212 -0.027 -0.002 -0.291
C -1.597601 -1.563809 1.175712 0.112 -0.104 0.015
C -2.710098 -2.404757 1.151498 0.180 0.191 -0.442
H -4.833215 -3.957590 0.820312 -0.022 -0.061 -0.052
H -5.127982 -3.295383 -0.803358 0.091 -0.062 0.144
H -4.132706 -4.738016 -0.621840 -0.180 -0.031 0.103
H -2.771884 -3.138013 -2.150329 0.146 0.330 0.194
H -0.914926 -1.462267 -2.170242 -0.101 -0.195 0.317
H 1.324083 2.792108 -0.344060 -0.264 0.070 -0.011
H 0.085778 4.938080 -0.603324 0.005 -0.210 -0.004
H -3.655981 5.139105 -0.763517 -0.017 0.172 -0.033
H -2.388930 5.921662 0.200460 0.010 -0.062 -0.051
H -2.251457 5.886938 -1.558727 -0.127 0.157 -0.011
H -3.628723 2.818847 -0.610051 0.200 -0.053 -0.114
H -2.426936 0.674433 -0.498783 0.005 0.094 0.039
H 1.984428 -1.459911 1.973286 -0.142 0.073 0.258
H 2.083264 -1.308719 4.476260 -0.076 0.077 -0.252
H 0.204433 1.220390 6.463763 0.002 0.029 0.204
H 0.389426 -0.546626 6.458268 -0.026 0.011 0.056
H 1.821650 0.479857 6.447508 0.026 0.046 0.253
H -0.444937 2.139781 4.388351 0.145 -0.069 -0.088
H -0.467885 2.066348 1.934475 -0.058 -0.003 0.106
H -1.258242 -1.157110 2.126845 -0.119 -0.100 -0.194
H -3.250064 -2.609411 2.071415 0.084 -0.019 -0.100
O 3.309649 -2.793109 -5.650792 0.174 2.314 0.868
N 3.483283 -1.603605 -5.288086 0.620 -0.587 -1.860
O 4.190214 -0.806194 -5.951021 -1.427 -0.930 1.563
C 2.847550 -1.184797 -4.054601 0.035 0.607 0.429
C 2.940592 0.125626 -3.540719 0.123 -1.676 -0.743
C 2.637713 0.381078 -2.204608 0.215 1.301 0.838
N 3.224829 1.561492 -1.605134 0.323 0.914 0.601
O 3.587256 2.501947 -2.363000 -0.621 -1.899 1.929
O 3.347489 1.588159 -0.315041 -0.722 -0.011 -3.273
C 2.017853 -0.571983 -1.326748 0.357 0.458 4.961
C 1.952197 -1.888697 -1.864864 -0.811 -3.645 0.882
N 1.805302 -3.119062 -1.187189 1.190 2.166 -0.877
O 1.463411 -3.401036 -0.035700 0.322 0.251 -1.107
O 2.325181 -4.107940 -2.050740 -0.908 0.530 0.685
N 2.696487 -3.570151 -3.265645 -1.344 2.339 1.002
C 2.401730 -2.238236 -3.142595 1.886 -1.544 -1.412
H 3.367972 0.939930 -4.119308 0.098 -0.323 0.001
H 2.286015 -0.550509 -0.181638 1.778 -0.614 -2.838

***

[4]
88
Properties=species:S:1:pos:R:3:forces:R:3 method="wB97M-V/def2-TZVPD" gap_ev=8.06 lumo_ev=0.26 de_lowest_kcal_mol=0.7
Pb -1.502983 1.720321 0.020254 0.183 0.152 0.394
Cl 0.758148 -1.191116 6.875827 -0.009 0.001 -0.032
C 0.099825 -0.826249 5.302823 0.057 -0.028 0.000
C 0.041406 -1.827545 4.324975 0.002 -0.001 0.020
C -0.467411 -1.553387 3.083543 -0.001 0.024 -0.046
C -0.936132 -0.258186 2.721567 -0.061 -0.056 0.124
O -1.452416 -0.074192 1.554747 0.126 0.131 -0.218
C -0.844252 0.743553 3.731435 0.058 0.055 -0.024
C -1.228122 2.120433 3.529292 -0.051 -0.048 -0.011
O -1.642727 2.640251 2.500821 0.016 0.064 -0.047
C -0.339449 0.430951 5.007423 0.047 0.041 0.012
H 0.400459 -2.821077 4.561487 -0.006 -0.001 0.000
H -0.527519 -2.334195 2.335567 0.015 0.004 -0.005
H -1.121530 2.756396 4.428572 -0.010 -0.003 -0.003
H -0.291917 1.211441 5.758339 0.013 0.004 -0.004
C -1.540105 -3.686339 -3.656656 -0.022 0.038 0.007
Ge -1.588013 -3.975624 -1.721629 0.033 0.038 0.003
C 0.081269 -4.796291 -1.122203 0.032 0.024 -0.017
C -3.118275 -5.102967 -1.270612 -0.003 -0.041 -0.003
C -1.780291 -2.272954 -0.733456 -0.042 0.074 0.067
Se -1.360451 -0.672223 -1.756329 -0.050 -0.078 -0.176
C -3.087034 -0.521694 -2.642684 0.011 -0.018 0.030
H -1.034563 -4.520667 -4.143163 -0.007 -0.014 0.006
H -1.003294 -2.768662 -3.899192 0.014 -0.011 -0.023
H -2.547663 -3.613484 -4.067532 0.002 0.008 -0.009
H 0.473164 -5.483891 -1.871645 -0.014 -0.022 0.004
H -0.077461 -5.350081 -0.196284 0.006 0.010 0.015
H 0.831237 -4.026736 -0.932900 0.004 -0.032 -0.018
H -3.027957 -6.077693 -1.751239 -0.017 -0.008 0.008
H -4.045875 -4.639100 -1.608466 -0.006 -0.003 0.002
H -3.181515 -5.256797 -0.192949 -0.002 -0.001 0.002
H -1.082117 -2.254093 0.101411 -0.021 -0.006 0.004
H -2.777484 -2.137085 -0.313714 -0.006 -0.015 -0.010
H -3.396883 -1.521506 -2.939166 -0.007 0.006 -0.024
H -2.961847 0.105329 -3.520271 0.012 0.000 0.005
H -3.813016 -0.077752 -1.964318 -0.002 -0.006 0.004
C -1.785181 5.201203 -1.385209 0.028 0.003 -0.042
N -0.514072 4.690488 -1.860649 0.055 -0.033 0.113
C -0.399545 3.573900 -2.608273 -0.149 -0.061 0.103
S -1.744476 2.629589 -3.023647 -0.023 0.021 -0.279
N 0.850587 3.254984 -2.968684 0.064 -0.017 0.052
C 1.238965 1.968184 -3.517074 -0.012 0.043 0.043
H -1.634853 6.229934 -1.062867 -0.003 -0.005 0.018
H -2.180352 4.623794 -0.544411 -0.034 0.019 -0.010
H -2.516621 5.177272 -2.187793 0.000 0.004 -0.003
H 0.277798 4.848367 -1.241468 0.032 0.021 0.008
H 1.578511 3.785029 -2.510171 0.013 0.029 -0.038
H 1.319693 1.213231 -2.731462 -0.024 0.015 -0.008
H 2.203169 2.081332 -4.010496 0.011 -0.016 0.020
H 0.499189 1.646265 -4.244991 0.009 0.003 -0.006
Cl 6.397744 0.147842 -2.026183 0.016 0.009 -0.014
C 4.759241 -0.427016 -2.167036 -0.005 -0.017 -0.017
C 4.248317 -0.655241 -3.429492 -0.011 -0.011 -0.031
C 2.945808 -1.104110 -3.569033 0.031 -0.010 0.008
C 2.185284 -1.334596 -2.435498 0.029 -0.067 0.012
C 2.713794 -1.120357 -1.174368 0.031 0.030 -0.001
Cl 1.732021 -1.511628 0.201190 -0.030 -0.004 0.016
C 4.021697 -0.643819 -0.991280 -0.024 0.010 0.029
N 4.611499 -0.443893 0.237517 -0.014 -0.137 0.053
C 4.014932 0.077530 1.425665 0.041 0.041 0.005
C 4.220381 -0.633448 2.604547 0.006 -0.022 0.011
C 3.758729 -0.148411 3.813346 -0.040 -0.004 0.000
C 3.066380 1.055000 3.844822 -0.057 -0.017 0.040
C 2.855429 1.756479 2.672249 -0.019 -0.018 -0.016
C 3.336183 1.294904 1.447812 0.004 -0.017 -0.015
C 3.159356 2.166049 0.229566 -0.002 -0.002 0.152
C 1.722767 2.653865 0.053817 -0.002 0.110 -0.511
O 1.512738 3.873910 0.019653 -0.082 0.060 0.099
O 0.853282 1.738896 -0.145550 -0.066 -0.212 0.201
H 4.874340 -0.473097 -4.291867 0.005 0.007 0.001
H 2.528247 -1.277599 -4.551158 -0.003 -0.007 -0.002
H 1.169683 -1.695249 -2.518771 0.012 0.000 0.001
H 5.616047 -0.384737 0.211852 -0.010 0.070 -0.031
H 4.743145 -1.580287 2.551754 -0.007 -0.002 -0.011
H 3.923214 -0.709751 4.723740 0.001 -0.003 0.009
H 2.695837 1.443858 4.784267 -0.022 -0.003 0.013
H 2.325494 2.703294 2.694477 -0.004 -0.002 0.009
H 3.439377 1.631761 -0.676897 -0.028 0.043 -0.036
H 3.798138 3.045724 0.314476 0.025 -0.008 0.000
C -4.695268 -0.215721 1.653117 -0.023 -0.012 0.026
C -4.846378 1.204876 1.183878 0.010 0.020 -0.016
N -5.672866 1.999208 1.894786 -0.012 0.004 0.028
O -4.263830 1.629435 0.189404 -0.005 -0.139 0.008
H -5.110484 -0.379845 2.646355 -0.017 -0.009 -0.006
H -3.633542 -0.466215 1.652129 -0.010 0.008 -0.011
H -5.207453 -0.867423 0.943609 0.004 0.001 -0.007
H -6.129047 1.677522 2.727878 0.014 0.002 0.002
H -5.770255 2.961626 1.618747 0.003 -0.001 -0.005

***

[5]
84
Properties=species:S:1:pos:R:3:forces:R:3 method="wB97M-V/def2-TZVPD" total_charge=-2 gap_ev=5.78 lumo_ev=3.42 de_lowest_kcal_mol=3.3
Sn 0.423202 -0.552143 -0.821181 -0.057 -0.264 0.024
Br 2.099752 -4.014186 1.149796 -0.094 -0.011 -0.038
C 3.164942 -2.439559 1.240314 0.076 0.113 -0.014
C 4.541832 -2.581121 1.170319 0.013 -0.031 -0.005
C 5.297513 -1.425634 1.281533 -0.027 0.003 -0.004
C 4.657640 -0.211621 1.467996 0.012 -0.051 0.010
C 3.269356 -0.183966 1.488197 -0.016 -0.011 0.099
N 2.533645 -1.295950 1.363795 0.023 -0.094 0.018
C 2.536441 1.157848 1.622304 -0.033 0.176 -0.334
O 3.165479 2.066465 2.187716 0.002 -0.048 0.061
O 1.402582 1.202182 1.079288 0.109 0.162 0.303
H 4.986534 -3.553475 1.019788 0.006 0.003 0.006
H 6.378158 -1.477368 1.220563 0.000 -0.007 0.003
H 5.193587 0.718710 1.588637 -0.022 0.005 -0.001
C -0.156861 0.807052 4.051009 0.046 -0.028 -0.042
C -0.257437 -0.693863 4.054147 0.039 0.011 -0.008
C 0.310866 -1.448936 5.073384 -0.020 -0.002 0.013
C 0.231620 -2.833573 5.072483 0.000 0.007 -0.010
C -0.418082 -3.481433 4.033886 0.017 -0.014 -0.011
C -0.985806 -2.767125 2.985997 -0.015 0.026 -0.008
C -1.684148 -3.455180 1.847443 0.003 -0.006 -0.003
C -0.904597 -1.372278 3.014740 -0.042 -0.049 -0.022
N -1.412225 -0.645764 1.918808 0.111 0.059 0.008
C -2.496196 -0.003876 1.985282 -0.077 -0.008 -0.030
C -3.433761 -0.016605 3.167262 -0.003 -0.007 0.008
C -2.899510 0.826758 0.785236 -0.014 0.043 0.030
C -4.055327 1.781146 0.953264 -0.006 -0.005 0.000
N -2.235709 0.693242 -0.279098 -0.035 -0.047 -0.078
C -2.520701 1.438373 -1.448657 0.014 -0.047 0.025
C -3.338148 0.862355 -2.423157 0.001 0.005 0.005
C -3.967275 -0.482297 -2.184244 0.006 -0.004 0.011
C -3.516641 1.556178 -3.613726 0.008 0.011 -0.011
C -2.886735 2.771176 -3.834861 -0.022 -0.005 0.007
C -2.071236 3.313567 -2.855337 0.009 -0.007 0.007
C -1.873847 2.659565 -1.645617 0.005 0.023 0.009
C -0.978823 3.227209 -0.578382 -0.013 -0.017 -0.015
H 0.563313 1.139197 4.798828 -0.006 0.005 0.000
H -1.119364 1.275036 4.282890 -0.005 -0.006 -0.008
H 0.171824 1.172131 3.075756 0.001 0.013 -0.024
H 0.836486 -0.934933 5.870846 -0.002 -0.002 -0.005
H 0.693901 -3.406090 5.867660 -0.004 0.001 -0.003
H -0.464510 -4.564475 4.011741 0.003 -0.001 -0.001
H -1.429283 -4.514590 1.819158 -0.007 0.000 0.012
H -1.424313 -3.010626 0.885467 0.033 0.025 -0.033
H -2.771326 -3.371679 1.943331 -0.001 -0.001 -0.003
H -3.047665 -0.667641 3.948930 -0.011 0.007 -0.001
H -4.415114 -0.381257 2.854208 -0.005 0.011 0.015
H -3.574467 0.984597 3.578481 0.012 0.002 -0.008
H -3.882109 2.445420 1.802392 -0.004 0.005 -0.008
H -4.981768 1.235696 1.147307 0.005 0.002 0.013
H -4.182588 2.379542 0.053587 -0.004 -0.006 0.003
H -3.208465 -1.231576 -1.943334 0.015 0.011 -0.001
H -4.510915 -0.812691 -3.069484 -0.001 0.003 0.003
H -4.671909 -0.450584 -1.346627 0.001 0.000 -0.005
H -4.132005 1.113086 -4.388975 0.001 0.004 0.003
H -3.002624 3.277978 -4.784635 0.009 -0.005 0.000
H -1.541431 4.240679 -3.041368 -0.004 0.001 0.001
H -0.372757 4.039053 -0.981048 0.001 -0.001 0.006
H -0.306527 2.475606 -0.158685 0.013 0.005 -0.004
H -1.563230 3.626315 0.258306 0.003 0.002 -0.003
O 0.089054 -6.263351 -3.671202 0.000 -0.037 -0.015
C 0.142518 -5.178679 -3.138067 0.002 0.033 0.009
C 1.400826 -4.375015 -2.865991 -0.011 0.049 0.054
O 2.535963 -4.713615 -3.144472 0.030 -0.025 -0.005
C 0.945403 -3.149051 -2.204730 -0.073 -0.113 -0.052
C -0.460130 -3.149432 -2.073803 0.051 -0.031 -0.012
O -1.085432 -2.176572 -1.516088 0.031 0.156 -0.017
C -1.032955 -4.378078 -2.615716 -0.005 0.027 0.041
O -2.203552 -4.721395 -2.642794 -0.016 -0.012 -0.016
O 1.663942 -2.182378 -1.770406 0.053 0.185 -0.030
I 6.049544 5.421737 -1.656539 -0.015 -0.010 -0.009
C 4.427548 4.205159 -2.214774 0.032 0.025 0.035
C 3.697669 3.555653 -1.233891 -0.023 -0.025 -0.021
C 2.635109 2.747360 -1.625378 0.007 -0.047 0.002
C 2.300976 2.603927 -2.965782 -0.033 0.023 0.061
C 3.044228 3.279533 -3.926614 0.006 0.045 -0.013
C 4.119162 4.076899 -3.561431 -0.028 -0.023 0.006
C 1.121292 1.740201 -3.401617 0.080 -0.047 -0.145
O 0.658061 1.933836 -4.521472 -0.010 -0.025 0.068
O 0.724376 0.879634 -2.541731 -0.117 -0.097 0.021
H 3.936190 3.652714 -0.182324 -0.003 0.000 -0.001
H 2.060982 2.224420 -0.871341 0.003 0.005 0.064
H 2.761124 3.171236 -4.965658 -0.010 -0.014 0.006
H 4.704868 4.591192 -4.311837 0.003 0.004 0.004